The following is a DFT calculation (wB97M-V/def2-TZVPD) of a cluster of 7 separate species, C29H59BN2O11 in total in a non-equilibrium geometry.

ORCA input file:
```
! RIJCOSX wB97M-V def2-TZVPD def2/J DEFGRID3
* xyz 0 1
C -2.3974 -2.2054 0.8808
O -1.5485 -1.4485 0.0225
B -0.3179 -1.0947 0.5412
O -0.1996 -0.6145 1.8196
C 0.9129 -1.2937 -0.4333
C 1.1982 -2.7892 -0.6652
C 2.1159 -3.4383 0.3548
O 2.8462 -4.3634 0.0082
N 2.0305 -2.9745 1.6951
C 3.3442 -2.8534 2.3102
C 1.0461 -3.7532 2.4734
O 2.1146 -0.6422 0.0221
C 1.8955 0.6461 0.3456
O 1.0326 1.3246 -0.1794
C 2.7990 1.1793 1.4236
C 1.9962 1.9647 2.4660
C 2.4659 1.6626 3.8824
C 1.9668 0.3072 4.3685
N 2.5254 -0.0220 5.6988
H -2.8279 -3.0267 0.3159
H -3.2166 -1.5841 1.2350
H -1.8749 -2.6236 1.7358
H -0.8195 0.1179 1.9511
H 0.6292 -0.8615 -1.3922
H 1.5567 -2.9875 -1.6662
H 0.2487 -3.3146 -0.5397
H 4.0367 -3.6424 2.0156
H 3.2651 -2.8509 3.3912
H 3.7849 -1.9055 2.0105
H 1.4743 -4.0762 3.4148
H 0.1945 -3.1168 2.7153
H 0.6696 -4.6144 1.9282
H 3.5983 1.7588 0.9714
H 3.2664 0.3322 1.9159
H 0.9316 1.7998 2.3633
H 2.1804 3.0259 2.3065
H 2.1317 2.4232 4.5852
H 3.5562 1.6563 3.9238
H 0.8860 0.3614 4.4561
H 2.2442 -0.4502 3.6356
H 3.3552 -0.5845 5.5707
H 1.8714 -0.6254 6.1767
C -1.9465 2.7727 4.8369
C -2.0494 2.3245 3.4027
O -1.3438 1.4412 2.9675
C -3.0615 3.0217 2.5341
H -1.1811 2.1924 5.3476
H -1.6810 3.8298 4.8781
H -2.9029 2.6283 5.3411
H -2.8389 4.0878 2.4823
H -4.0634 2.8840 2.9427
H -3.0256 2.6036 1.5304
C -0.4431 0.4660 -4.0397
C -0.3701 -0.6714 -5.0237
O -0.8070 -0.5765 -6.1471
C 0.2842 -1.9441 -4.5380
H -0.9316 1.3191 -4.5038
H -1.0144 0.1620 -3.1599
H 0.5590 0.7622 -3.7292
H -0.2600 -2.3383 -3.6777
H 1.3159 -1.7441 -4.2428
H 0.2774 -2.6844 -5.3346
C 2.3846 -7.7692 1.8633
C 0.8854 -7.7698 1.6978
O 0.2151 -6.8207 2.0310
C 0.2632 -9.0048 1.0943
H 2.7021 -6.8260 2.3013
H 2.6888 -8.5898 2.5152
H 2.8671 -7.8884 0.8924
H 0.4825 -9.8749 1.7149
H 0.6642 -9.1736 0.0940
H -0.8144 -8.8749 1.0299
C -6.0608 2.9632 0.0613
C -6.7269 3.6575 1.2247
O -6.2017 4.5878 1.7887
C -8.0782 3.1354 1.6487
H -5.1027 3.4375 -0.1378
H -5.8979 1.9100 0.2957
H -6.6882 3.0420 -0.8274
H -7.9986 2.0885 1.9456
H -8.7859 3.2151 0.8225
H -8.4449 3.7184 2.4899
C 3.3758 3.7399 -7.0992
C 1.9069 3.6753 -6.7579
O 1.2918 4.6645 -6.4346
C 1.2511 2.3204 -6.8349
H 3.7267 4.7647 -7.0038
H 3.9431 3.1022 -6.4197
H 3.5369 3.3999 -8.1233
H 1.7403 1.6338 -6.1428
H 1.3289 1.9212 -7.8474
H 0.2010 2.4007 -6.5689
C 0.9429 4.5013 -1.5576
C 0.7285 3.9161 -2.9295
O 1.3971 2.9852 -3.3178
C -0.3516 4.5275 -3.7846
H 1.7357 3.9503 -1.0583
H 1.2224 5.5542 -1.6273
H 0.0286 4.4088 -0.9698
H -0.1331 5.5797 -3.9680
H -1.3190 4.4399 -3.2848
H -0.3914 4.0119 -4.7380
*
```

## Properties
- highest occupied orbital energy (eV) = -8.65
- HOMO-LUMO gap (eV) = 8.94